# 1
Entry from OMol25: C15H23N3O2S2 in the gas phase in a non-equilibrium geometry (ωB97M-V/def2-TZVPD).

Each line ends with the Löwdin charge.
Element x y z (Å)
N (1.050082, -0.388596, -0.915531)  0.061
C (0.725578, -0.553879, 0.469435)  -0.368
H (5.281011, -0.612091, 2.240742)  0.037
H (-4.350361, 1.762712, 1.878144)  0.154
N (1.925931, -0.555274, 1.592693)  0.080
C (3.247340, -0.605627, -2.234791)  -0.168
H (-1.877484, -1.167171, -0.907183)  0.119
C (-1.786509, 0.221934, 0.463473)  -0.090
H (-4.173087, -1.975058, -1.814904)  0.019
H (1.473737, -2.121206, -2.152119)  0.066
C (-3.523338, 0.854407, -1.993118)  0.031
O (-4.631964, 0.339149, 0.452787)  -0.068
C (-3.788342, 1.330650, 0.950968)  -0.377
C (2.047691, -1.488741, -1.583679)  -0.048
H (4.945656, 0.388989, -1.513112)  0.100
H (0.479107, -1.660093, 0.607864)  0.164
H (-4.030446, 2.502824, 0.359329)  0.198
H (2.419746, -1.950059, -0.689746)  0.084
H (-4.446685, 0.999427, -2.059914)  0.001
O (3.281693, 1.524444, -0.919243)  -0.156
H (1.481851, 2.582478, 2.413630)  0.206
S (3.572026, 1.107181, 2.924891)  0.869
H (-4.994721, -1.878976, -0.199036)  0.096
C (-0.277263, 0.134809, 0.952793)  -0.173
C (3.936113, 0.125549, -1.211319)  -0.214
H (2.691439, 0.205679, -2.800988)  0.145
C (-3.759121, -0.106213, -0.753931)  -0.321
N (1.276141, 1.504177, 2.131343)  -0.022
S (-1.504568, 2.465549, 1.916710)  1.103
H (3.785343, 1.790149, -0.078503)  0.078
H (-2.623241, 1.283947, -1.686037)  0.066
C (4.309973, -0.824773, 2.749556)  -0.168
H (4.340610, -1.187941, 3.595062)  -0.095
H (-3.150201, 0.091606, -2.774927)  0.129
C (2.117493, 0.608882, 2.101425)  -0.921
C (-4.738484, -1.407720, -1.192223)  -0.008
H (-2.678181, -1.648961, 0.373777)  0.051
H (3.530269, -1.335900, 2.097551)  0.033
H (1.244728, 0.533459, -0.975791)  0.037
C (-2.413197, -0.864078, -0.059342)  -0.086
C (-0.046369, 1.335386, 1.565188)  -0.308
H (-5.628972, -1.103556, -1.781018)  0.080
H (3.692231, -1.377484, -2.729001)  0.076
C (-2.490242, 1.445728, 1.257139)  -0.643
H (4.056988, -0.325717, -0.069043)  0.150

Cartesian forces, eV/Å:
-0.4 -4.7 0.3
6.5 -8.8 -0.5
-0.8 -0.6 0.6
0.4 -1.0 -0.9
-1.3 0.3 -2.4
-6.3 0.1 1.1
1.1 -0.6 -1.6
4.9 5.7 7.7
1.7 -2.2 -1.6
-1.1 -1.2 -1.8
7.1 -6.8 2.2
4.6 0.5 -2.6
-9.4 8.1 2.1
0.4 6.2 3.4
0.2 -0.1 -0.1
0.2 0.9 -0.5
0.3 -2.8 0.5
0.5 -0.8 0.2
-7.4 3.6 -1.8
1.9 -1.9 1.0
-0.2 -3.8 -0.7
2.0 -3.3 0.2
0.1 0.2 -1.4
-9.9 8.5 1.1
1.8 2.6 5.1
1.0 -1.3 -0.3
-2.4 -6.4 0.7
-7.5 11.0 0.1
5.1 1.2 1.8
-1.2 -0.4 -1.8
0.7 2.7 0.0
-0.5 5.7 -9.2
0.6 -3.4 8.6
-0.9 1.1 0.9
4.1 -5.3 -0.3
-0.3 3.7 2.6
-2.4 -6.4 4.6
1.1 0.9 0.7
1.6 3.5 -1.4
-3.3 6.2 -7.4
0.8 -0.1 1.4
0.3 0.1 0.7
2.3 -1.1 -2.0
4.6 -10.5 -6.1
-0.6 0.5 -3.1

Computed properties:
orbital gap	7.5	eV
structure (SMILES)	CSC1=N[C@H](NCCCO)c2c(sc3c2CC(C)(C)OC3)N1
E_HOMO	-7.1387	eV
E_tot	-46149.5513	eV
largest force on an atom	13.347	eV Å⁻¹


# 2
Entry from OMol25: C15H23N3O5S2 in the gas phase in a non-equilibrium geometry (ωB97M-V/def2-TZVPD).

Each line ends with the Löwdin charge.
Element x y z (Å)
H (2.213005, -1.417591, 0.684020)  0.117
C (1.899800, -1.270871, -0.348454)  -0.169
O (3.260175, 2.128353, -2.543850)  -0.279
H (0.728971, -2.556018, 2.789728)  0.122
H (2.578140, 3.288600, -0.316401)  0.116
C (-1.355384, 5.359083, 1.086977)  -0.045
H (3.100328, 0.494362, -0.764792)  0.126
N (1.513050, 0.405515, -2.057141)  -0.218
N (0.517765, -1.699170, -0.458876)  -0.207
H (1.249818, 4.652503, 1.283251)  0.116
H (-0.733714, 6.070879, 1.624259)  0.079
H (-0.156602, 0.170046, -3.220731)  0.126
H (-2.918443, -4.121053, 2.432143)  0.132
H (0.539183, -2.094340, -2.486011)  0.136
O (1.298118, 1.933027, -4.026670)  -0.279
H (-2.550531, -2.863948, 0.342451)  0.122
H (2.497044, -1.899418, -1.014170)  0.136
C (-0.013290, -1.459958, -1.787917)  -0.169
H (-1.807601, 4.687946, 1.817371)  0.089
H (0.848950, -3.713562, 1.427588)  0.130
H (-2.822946, -5.307208, 1.092852)  0.130
C (1.538749, 3.510944, -0.498906)  -0.056
C (-1.735940, -3.457780, 0.754562)  -0.177
C (-0.542088, 4.564663, 0.113724)  -0.264
C (0.793512, 4.277293, 0.379255)  -0.023
H (-1.065556, -1.739921, -1.781907)  0.117
N (-0.912275, -2.571684, 1.550736)  -0.234
H (-0.520967, 0.604610, -1.519937)  0.114
H (0.383380, -5.006818, 3.483744)  0.130
H (-2.154764, 5.894677, 0.581385)  0.078
H (-1.146779, -3.901469, -0.061212)  0.131
C (-1.114493, 4.084654, -1.060298)  -0.023
C (2.050816, 0.200771, -0.731805)  -0.184
H (1.517666, 0.805425, 0.017908)  0.115
C (0.128803, 0.010278, -2.180611)  -0.184
O (-1.207611, -5.260757, 2.284972)  -0.126
H (-2.147516, 4.309458, -1.280538)  0.116
O (-1.676895, -0.590266, 0.262055)  -0.259
C (0.945450, 3.037418, -1.653167)  -0.279
H (-1.008752, -3.942505, 3.856638)  0.132
C (0.181534, -3.277785, 2.185277)  -0.177
S (-0.480081, -1.159270, 0.796673)  0.635
C (-0.408520, -4.392369, 3.053060)  -0.183
H (-0.798209, 2.948161, -2.864424)  0.116
C (-0.375663, 3.317776, -1.943603)  -0.056
O (0.283671, -0.403250, 1.738478)  -0.259
S (1.852380, 1.916900, -2.705592)  0.672
C (-2.265689, -4.566329, 1.667906)  -0.183

Cartesian forces, eV/Å:
0.2 0.0 -0.1
0.5 0.4 0.2
-0.1 0.1 0.4
0.1 -0.2 0.1
0.1 0.0 0.1
0.0 0.0 0.0
0.0 -0.1 0.2
0.4 0.8 -0.6
-0.6 0.3 0.8
0.1 0.1 0.1
0.0 0.1 0.1
-0.2 -0.1 0.1
0.0 0.0 -0.1
-0.1 0.0 0.1
-0.4 0.0 0.2
-0.1 -0.2 -0.1
0.0 0.0 0.1
-0.3 0.3 -0.5
-0.1 0.0 0.1
0.0 0.0 0.0
0.0 0.1 0.0
0.1 0.1 0.1
-0.4 -0.3 -0.1
0.1 0.0 -0.1
0.0 -0.1 -0.1
0.1 0.0 -0.3
0.0 0.8 -0.1
0.0 0.0 -0.1
0.0 0.1 0.0
-0.1 0.1 0.0
0.0 0.0 0.0
0.1 0.0 0.0
0.4 -0.1 0.5
0.1 0.0 -0.1
-0.6 -0.2 -0.2
0.1 -0.2 0.0
-0.1 0.0 0.0
-0.1 -0.2 -0.3
0.4 -0.4 -0.4
0.1 0.0 0.0
0.3 -0.3 0.4
-0.2 -0.6 0.4
0.2 0.3 0.0
-0.1 0.0 -0.1
-0.1 0.0 -0.1
0.3 -0.2 0.0
0.1 -0.3 -0.1
-0.1 0.3 -0.2

Computed properties:
orbital gap	10.1	eV
structure (SMILES)	Cc1ccc(S(=O)(=O)N2CCN(S(=O)(=O)N3CCOCC3)CC2)cc1
E_HOMO	-9.3919	eV
E_tot	-52305.6345	eV
largest force on an atom	1.082	eV Å⁻¹


# 3
Entry from OMol25: C15H23N5O2S as an isolated structure in a non-equilibrium geometry (ωB97M-V/def2-TZVPD).

Each line ends with the Löwdin charge.
Element x y z (Å)
C (-6.235741, 2.238166, 0.187396)  -0.502
C (4.412753, 0.226634, -1.601520)  -0.297
C (-0.636346, 1.104949, -0.626827)  -0.192
H (2.879025, -1.140724, 1.294528)  0.092
H (-3.899735, -3.048813, 0.337717)  0.075
H (5.901745, -3.395778, 1.008243)  0.062
H (-2.944773, -2.556446, 1.592303)  0.063
N (5.313355, 0.130520, -2.632698)  -0.309
H (-2.533910, -3.391854, -1.560317)  0.038
H (4.474723, -2.760208, -1.108492)  0.113
H (-6.748865, 3.138957, 0.588895)  0.068
N (-2.077016, -2.479700, -1.442701)  0.106
H (-0.721331, -0.990925, 0.392932)  0.099
H (-0.111075, 2.844289, 0.711561)  0.105
C (5.018436, -2.695864, 1.004643)  -0.145
N (-1.742674, -0.876257, 0.345638)  -0.004
C (-2.229995, -2.108784, -0.228929)  -0.502
H (6.033681, -1.893399, -0.810713)  0.101
H (1.920445, 2.680633, -0.797057)  0.110
S (5.143700, 1.470714, -3.633523)  0.804
H (-0.983653, 1.495552, 1.492072)  0.111
H (-5.425776, 1.606591, 2.123551)  0.066
C (-6.188771, 1.192224, 1.427992)  -0.516
H (4.109516, -3.326280, 1.210976)  0.071
O (-7.411543, 1.001877, 1.924530)  -0.345
H (5.140811, -1.905739, 1.793840)  0.072
H (-2.846599, 0.985087, -0.126809)  0.107
H (-5.665734, 0.293856, 1.027726)  0.063
H (1.562598, 1.887105, 2.072798)  0.109
H (-7.004631, 1.831672, -0.504912)  0.069
C (-0.165679, 1.719965, 0.746816)  -0.205
N (-2.935979, -3.020875, 0.680586)  0.057
C (-2.016671, 0.316482, -0.506766)  -0.205
H (-0.862311, 1.965363, -1.318389)  0.113
C (1.160306, 1.111186, 1.352182)  -0.186
C (4.146038, -0.712999, -0.492256)  -0.171
C (3.098340, -0.421109, 0.479810)  0.003
C (2.301613, 0.841340, 0.332235)  -0.219
C (2.559854, 1.766587, -0.748088)  -0.006
C (3.610030, 1.508683, -1.751645)  -0.346
N (3.913469, 2.299789, -2.830618)  -0.292
H (0.078866, 0.391636, -1.104093)  0.106
C (4.987239, -2.020471, -0.421713)  -0.227
H (0.919762, 0.223531, 2.004310)  0.105
H (-2.284553, 0.052785, -1.569489)  0.107
O (-5.012947, 2.420052, -0.315722)  -0.326

Cartesian forces, eV/Å:
0.7 0.1 -0.3
-0.6 1.5 -0.9
-1.6 0.6 0.0
0.1 0.7 -0.7
0.3 -0.2 0.3
-0.8 0.7 0.3
-0.3 -0.2 -0.3
-0.9 0.4 0.8
0.3 0.3 0.0
0.7 0.7 0.5
0.2 0.2 0.4
-0.1 0.6 0.6
-0.5 0.1 0.0
0.1 -1.1 -0.2
0.4 0.0 -0.5
-0.1 -1.0 -0.7
-0.6 -1.4 0.0
-1.1 0.2 0.4
0.7 -0.9 -0.2
-0.9 -0.6 1.7
0.8 0.3 -0.7
-0.1 0.4 0.1
-0.8 0.0 0.3
0.8 0.8 -0.2
0.2 -0.3 0.3
-0.1 -0.9 -0.6
0.8 -0.9 -0.1
-0.2 -0.2 -0.4
-0.4 -0.8 -0.5
0.1 -0.5 -0.1
-0.4 -0.5 0.5
0.4 1.7 -0.2
0.9 1.3 -0.9
0.5 -0.9 0.4
0.4 0.9 0.2
-0.5 0.5 0.7
0.9 1.7 -2.6
0.9 -0.8 -1.0
0.1 -1.1 1.0
-0.5 -0.4 0.8
0.5 -2.2 1.3
-0.2 0.8 0.4
-0.9 -0.4 0.0
0.4 0.6 -1.0
0.2 -0.1 1.2
0.0 0.2 -0.3

Computed properties:
orbital gap	1.4	eV
E_HOMO	1.4844	eV
E_tot	-38302.5534	eV
largest force on an atom	3.244	eV Å⁻¹
total charge	-2